[1]
Entry from the Open Molecules 2025 dataset: a structure of composition C19H21ClN3O4Re in a non-equilibrium geometry (the ωB97M-V functional and the def2-TZVPD basis).

Values from the calculation:
- expectation value of S² = 3.8095
- total charge = +1
- multiplicity = 4
- frontier orbital gap (spin up / spin down) (eV) = 6.90 / 7.23

Each line ends with the natural charge from an NBO analysis.
Geometry (Å):
Re -1.580 -0.821 -0.131  1.404
O 0.481 -5.870 -2.362  -0.634
C 1.456 -5.126 -1.774  0.753
O 2.637 -5.492 -1.724  -0.538
C 1.168 -3.805 -1.152  -0.216
C 2.066 -2.942 -0.401  0.231
Cl 3.595 -3.372 0.177  0.181
N 1.472 -1.768 -0.066  -0.179
N 0.130 -1.812 -0.535  -0.414
C -0.045 -3.053 -1.120  0.092
C -1.333 -3.167 -1.779  0.746
O -1.639 -4.015 -2.599  -0.528
O -2.184 -2.248 -1.327  -0.730
C 2.068 -0.556 0.657  0.105
C 2.878 0.326 -0.106  -0.200
C 3.392 1.421 0.550  -0.187
C 3.344 1.479 1.950  -0.181
C 2.736 0.497 2.702  -0.210
C 2.046 -0.531 2.066  -0.209
H -0.268 -5.191 -2.496  0.504
H 3.144 0.037 -1.125  0.246
H 3.743 2.231 -0.106  0.241
H 3.627 2.508 2.302  0.245
H 2.694 0.533 3.821  0.242
H 1.438 -1.338 2.585  0.241
C -1.451 1.097 -3.255  -0.610
C -1.153 1.751 -1.900  -0.148
C -1.813 3.193 -2.000  -0.583
C 0.357 1.996 -1.751  -0.590
C -1.690 0.969 -0.744  -0.351
H -1.241 1.776 -4.081  0.225
H -2.549 0.937 -3.349  0.223
H -0.843 0.186 -3.492  0.209
H -1.198 3.777 -2.664  0.221
H -1.939 3.561 -0.998  0.203
H -2.763 3.050 -2.471  0.212
H 0.781 2.331 -2.716  0.225
H 0.874 1.075 -1.447  0.194
H 0.475 2.730 -0.956  0.212
H -2.476 1.486 -0.124  0.208
C -1.919 2.193 4.218  -0.607
C -2.626 0.886 3.976  -0.534
C -2.412 0.352 2.634  0.539
N -2.229 -0.065 1.551  -0.517
H -2.188 2.631 5.199  0.250
H -2.079 2.924 3.432  0.231
H -0.787 2.083 4.177  0.222
H -3.754 1.074 4.023  0.280
H -2.444 0.082 4.727  0.282



[2]
Entry from the Open Molecules 2025 dataset: the ion C19H21F2O with charge +1 in a non-equilibrium geometry (the ωB97M-V functional and the def2-TZVPD basis).

Values from the calculation:
- total charge = +1
- frontier orbital gap (eV) = 6.67

Each line ends with the natural charge from an NBO analysis.
Geometry (Å):
C 3.386 -2.034 -2.358  -0.646
C 2.235 -1.117 -2.562  -0.086
O 1.336 -1.308 -1.461  -0.376
C 0.269 -0.529 -1.524  0.531
C -0.934 -0.916 -0.807  -0.129
C -2.284 -0.641 -1.588  -0.617
C -0.840 -2.326 -0.125  -0.625
H 4.161 -1.821 -3.102  0.248
H 3.881 -1.952 -1.381  0.240
H 3.118 -3.081 -2.523  0.232
H 2.558 -0.083 -2.592  0.206
H 1.693 -1.358 -3.474  0.204
H 0.156 0.194 -2.368  0.221
H -3.107 -1.139 -1.019  0.246
H -2.404 0.467 -1.652  0.250
H -2.310 -1.125 -2.600  0.240
H -1.845 -2.555 0.303  0.232
H -0.610 -3.131 -0.848  0.237
H -0.029 -2.261 0.646  0.256
F 3.477 0.802 2.636  -0.321
C 2.307 0.095 2.567  0.399
C 2.133 -0.899 3.527  -0.251
C 0.870 -1.521 3.530  -0.179
C -0.090 -1.162 2.611  -0.214
C 0.126 -0.191 1.576  -0.054
C -0.937 0.078 0.552  -0.224
C -1.338 1.516 0.476  -0.040
C -2.713 1.857 0.238  -0.206
C -3.094 3.085 -0.288  -0.192
C -2.143 4.075 -0.549  -0.256
C -0.875 3.844 -0.036  0.410
F 0.029 4.864 -0.194  -0.320
C -0.491 2.645 0.552  -0.286
C 1.394 0.389 1.537  -0.251
H 2.849 -1.093 4.281  0.248
H 0.721 -2.372 4.182  0.235
H -1.024 -1.755 2.579  0.220
H -1.867 -0.455 0.900  0.261
H -3.472 1.063 0.329  0.217
H -4.103 3.216 -0.650  0.234
H -2.423 5.005 -0.984  0.247
H 0.528 2.630 0.959  0.243
H 1.703 0.999 0.703  0.215



[3]
Entry from the Open Molecules 2025 dataset: an isolated molecule of C19H21FN2O2 in a non-equilibrium geometry (the ωB97M-V functional and the def2-TZVPD basis).

Values from the calculation:
- frontier orbital gap (eV) = 8.34

Each line ends with the natural charge from an NBO analysis.
Geometry (Å):
C 4.667 2.613 -0.468  -0.208
H 4.511 2.430 -1.606  0.146
O 5.523 1.638 -0.049  -0.498
C 4.848 0.278 -0.005  0.352
C 5.605 -0.883 0.415  -0.294
C 5.031 -2.076 0.709  -0.188
C 3.716 -2.410 0.380  -0.213
C 2.998 -1.262 -0.457  0.040
C 3.462 0.038 -0.528  -0.298
H 2.912 0.721 -0.867  0.202
C 1.572 -1.370 -0.823  -0.236
N 0.594 -0.438 -0.529  -0.464
C -0.559 -0.816 -1.212  -0.259
C -1.420 0.669 -0.698  -0.187
N -1.619 0.634 0.568  -0.512
C -2.824 0.370 1.495  0.722
O -2.757 0.108 2.631  -0.536
C -4.046 0.297 0.629  -0.108
C -4.629 -0.725 0.425  -0.288
C -5.957 -0.799 -0.091  0.438
C -6.475 0.277 -0.923  -0.220
C -5.825 1.555 -0.594  -0.193
C -4.508 1.611 -0.011  -0.180
H -4.007 2.469 0.173  0.213
H -6.089 2.524 -1.462  0.223
H -7.284 0.252 -1.371  0.196
F -6.613 -2.184 -0.287  -0.383
H -4.343 -1.563 0.949  0.236
C -0.425 0.643 1.515  -0.219
C 0.535 -0.568 1.084  -0.230
H 1.487 -0.359 1.448  0.223
H -0.035 -1.477 1.226  0.190
H -0.529 0.711 2.494  0.220
H 0.161 1.471 1.115  0.184
H -2.444 0.446 -1.224  0.214
H -0.887 1.692 -1.033  0.188
H -0.388 -0.641 -2.350  0.242
H -1.125 -1.536 -0.552  0.194
H 1.290 -2.526 -0.490  0.126
H 1.534 -1.447 -1.842  0.201
H 3.503 -3.366 0.453  0.203
H 5.560 -2.696 1.321  0.206
H 6.473 -0.501 0.943  0.224
H 5.209 3.348 -0.453  0.167
H 3.595 2.848 -0.049  0.166



[4]
Entry from the Open Molecules 2025 dataset: a structure of composition C19H21MnN4O5S2 in a non-equilibrium geometry (the ωB97M-V functional and the def2-TZVPD basis).

Values from the calculation:
- expectation value of S² = 8.7612
- total charge = -1
- multiplicity = 6
- frontier orbital gap (spin up / spin down) (eV) = 5.09 / 5.04

Each line ends with the natural charge from an NBO analysis.
Geometry (Å):
Mn 0.132 0.709 0.507  1.464
C -1.252 -3.011 -1.542  -0.688
C -0.456 -2.021 -0.745  0.347
N -0.966 -0.829 -0.365  -0.346
N -2.105 -0.362 -0.964  -0.501
C -3.289 -0.020 -0.310  0.333
N -4.014 0.921 -0.896  -0.806
S -3.870 -0.855 1.061  -0.384
C 0.889 -2.217 -0.261  0.103
C 1.684 -3.282 -0.617  -0.212
C 2.996 -3.385 -0.145  -0.162
C 3.391 -2.480 0.876  -0.223
C 2.492 -1.513 1.264  0.079
N 1.366 -1.296 0.591  -0.449
H -1.961 -2.476 -2.129  0.250
H -1.799 -3.706 -0.857  0.260
H -0.659 -3.583 -2.257  0.226
H -1.973 0.041 -1.895  0.414
H -3.445 1.697 -1.474  0.458
H -4.801 1.304 -0.440  0.403
H 1.215 -4.072 -1.189  0.211
H 3.612 -4.179 -0.596  0.220
H 4.375 -2.591 1.334  0.228
H 2.707 -0.855 2.093  0.263
C -0.916 1.164 4.726  -0.618
C -0.341 0.260 3.649  0.106
C -0.376 -1.076 4.361  -0.626
O -1.117 0.367 2.465  -0.785
C 1.173 0.684 3.288  0.786
O 2.091 0.148 3.882  -0.710
O 1.223 1.434 2.257  -0.808
H -1.893 0.782 5.019  0.191
H -1.102 2.197 4.338  0.217
H -0.287 1.254 5.637  0.215
H -1.397 -1.483 4.660  0.198
H 0.252 -1.058 5.305  0.234
H 0.103 -1.785 3.679  0.207
H -2.048 0.070 2.519  0.516
O -2.230 2.545 -2.279  -0.762
C -1.066 2.440 -1.793  0.786
O -0.847 2.304 -0.525  -0.822
C 0.097 2.511 -2.772  -0.241
C -0.178 2.943 -4.075  -0.151
C 0.851 2.953 -5.030  -0.290
C 2.082 2.447 -4.695  -0.196
C 2.405 2.112 -3.403  -0.257
C 1.459 2.218 -2.411  -0.097
S 2.070 1.916 -0.791  -0.409
H -1.194 3.308 -4.310  0.229
H 0.699 3.250 -6.061  0.195
H 2.839 2.446 -5.505  0.190
H 3.379 1.711 -3.182  0.215



[5]
Entry from the Open Molecules 2025 dataset: an isolated molecule of C19H21N3O2S (the ωB97M-V functional and the def2-TZVPD basis).

Values from the calculation:
- frontier orbital gap (eV) = 7.99

Each line ends with the natural charge from an NBO analysis.
Geometry (Å):
C 3.933 2.059 0.036  -0.639
H 4.117 1.692 -0.969  0.216
H 2.894 1.858 0.291  0.196
H 4.080 3.136 0.036  0.213
C 4.881 1.424 1.059  -0.200
N 4.800 -0.006 1.267  -0.453
C 3.535 -0.523 1.754  -0.221
H 2.886 0.314 2.019  0.199
C 2.823 -1.436 0.729  -0.242
N 3.121 -1.008 -0.614  -0.422
C 2.282 -0.381 -1.462  0.645
O 2.653 0.097 -2.522  -0.612
C 0.848 -0.283 -1.077  -0.247
C 0.129 0.863 -1.054  -0.196
C -1.255 0.657 -0.786  -0.154
C -2.300 1.551 -0.667  -0.097
C -3.584 1.058 -0.404  -0.144
C -4.718 1.893 -0.268  -0.165
C -5.944 1.366 -0.011  -0.234
C -6.121 -0.035 0.127  0.317
C -5.044 -0.876 0.001  -0.336
C -3.763 -0.353 -0.266  0.265
N -2.742 -1.220 -0.382  -0.456
C -1.563 -0.726 -0.630  0.080
S -0.138 -1.716 -0.811  0.385
H -5.122 -1.947 0.095  0.231
O -7.394 -0.423 0.382  -0.486
C -7.659 -1.798 0.529  -0.254
H -7.411 -2.351 -0.382  0.181
H -7.106 -2.222 1.373  0.180
H -8.728 -1.874 0.720  0.201
H -6.818 1.991 0.094  0.226
H -4.589 2.960 -0.372  0.214
H -2.136 2.614 -0.777  0.215
H 0.564 1.832 -1.223  0.235
C 4.525 -1.109 -0.967  -0.245
C 5.400 -0.868 0.282  -0.227
H 6.360 -0.446 -0.020  0.213
H 5.597 -1.826 0.777  0.188
H 4.727 -2.104 -1.381  0.195
H 4.719 -0.372 -1.748  0.237
H 3.174 -2.468 0.840  0.193
H 1.749 -1.422 0.907  0.233
H 3.718 -1.107 2.666  0.189
H 5.914 1.643 0.774  0.194
H 4.704 1.891 2.035  0.188